{"formula": "C16H9N5OS4W", "method": "wB97M-V/def2-TZVPD", "homo_lumo_gap_ev": [6.57, 6.57], "largest_force_ev_per_a": 2.7, "e_above_lowest_kcal_mol": 0.0, "e_homo_ev": [-8.4548, -8.4545], "elements": ["W", "N", "C", "S", "N", "N", "C", "C", "C", "C", "C", "C", "C", "O", "H", "H", "H", "H", "H", "H", "H", "S", "C", "C", "C", "C", "N", "C", "C", "C", "S", "C", "N", "H", "H", "S"], "coordinates": [[2.3797, -0.3948, -0.4384], [3.4273, -0.6248, 3.9393], [2.9748, -0.8460, 2.7026], [4.0695, -0.4961, 1.3815], [1.7930, -1.3516, 2.5163], [1.3754, -1.5108, 1.2381], [0.2181, -2.1071, 1.1239], [-0.4124, -2.4351, -0.1119], [-1.7155, -2.9574, -0.1244], [-2.3105, -3.3347, -1.3043], [-1.6105, -3.2161, -2.5053], [-0.3232, -2.7209, -2.5291], [0.2958, -2.3100, -1.3395], [1.5191, -1.8170, -1.3280], [4.3564, -0.2582, 4.0507], [2.8426, -0.8075, 4.7359], [-0.2870, -2.3987, 2.0423], [-2.2454, -3.0379, 0.8130], [-3.3179, -3.7191, -1.2977], [-2.0812, -3.5322, -3.4230], [0.2234, -2.6275, -3.4554], [1.7855, 1.5024, 0.9652], [0.3625, 2.2104, 0.2239], [-0.5505, 2.9167, 0.9924], [-1.6439, 3.5250, 0.3881], [-2.6437, 4.1247, 1.1850], [-3.4667, 4.5654, 1.8491], [-1.7735, 3.5013, -1.0170], [-0.8696, 2.7719, -1.7804], [0.1572, 2.0682, -1.1599], [1.1788, 0.9809, -2.0774], [-2.8335, 4.2033, -1.6401], [-3.6860, 4.7785, -2.1455], [-0.4189, 2.9669, 2.0617], [-0.9676, 2.7311, -2.8559], [4.1986, -0.3424, -1.6773]], "forces_ev_per_angstrom": [[2.213, 1.223, -1.035], [0.233, 0.073, 0.311], [-0.412, -0.261, -1.104], [-0.552, -0.065, -0.275], [-0.089, -0.099, 1.288], [-0.269, 0.165, -0.481], [0.709, 0.271, 0.208], [0.253, -0.014, -0.990], [0.240, 0.140, -0.006], [-0.021, 0.031, 0.044], [0.100, -0.042, 0.218], [0.413, 0.173, 0.163], [-1.483, -0.471, 0.624], [0.257, -0.451, -0.504], [-0.154, 0.004, 0.162], [0.022, -0.039, -0.004], [0.156, 0.110, 0.046], [-0.077, -0.064, 0.098], [-0.091, -0.048, -0.027], [-0.010, 0.030, -0.134], [0.059, 0.017, -0.056], [0.034, -0.462, -0.365], [0.145, -0.142, -0.472], [-0.039, 0.032, -0.172], [0.605, -0.329, -0.660], [-0.277, 0.240, 0.293], [-0.280, 0.209, 0.252], [0.654, -0.437, 0.521], [0.041, 0.017, 0.110], [0.153, -0.121, 0.312], [-0.087, -0.030, 0.662], [-0.288, 0.133, -0.198], [-0.274, 0.174, -0.190], [-0.060, 0.042, 0.115], [-0.118, -0.004, -0.022], [-1.708, -0.005, 1.270]]}


{"formula": "C17H10Br2MoN5S", "method": "wB97M-V/def2-TZVPD", "homo_lumo_gap_ev": [6.43, 6.43], "largest_force_ev_per_a": 0.1, "e_above_lowest_kcal_mol": 0.0, "charge": 3, "e_homo_ev": [-18.5718, -18.5713], "elements": ["Mo", "Br", "C", "C", "C", "N", "C", "C", "C", "C", "C", "Br", "C", "C", "N", "H", "H", "H", "H", "H", "H", "N", "C", "C", "C", "C", "C", "N", "C", "H", "H", "H", "H", "S", "C", "N"], "coordinates": [[-0.5799, -0.7530, -0.5529], [-1.5973, 0.5221, 5.8943], [-1.3076, 0.1279, 4.1232], [-1.0476, -1.1851, 3.7163], [-0.8342, -1.4295, 2.3861], [-0.8638, -0.4482, 1.4488], [-1.1310, 0.8355, 1.8425], [-1.3497, 1.1477, 3.1579], [-1.1689, 1.8059, 0.7297], [-1.4320, 3.1437, 0.8737], [-1.4598, 3.9662, -0.2625], [-1.8192, 5.7610, -0.0961], [-1.2140, 3.3993, -1.5187], [-0.9454, 2.0590, -1.5935], [-0.9144, 1.2584, -0.4985], [-1.0148, -1.9963, 4.4304], [-0.6347, -2.4337, 2.0316], [-1.5572, 2.1619, 3.4667], [-1.6229, 3.5741, 1.8459], [-1.2362, 4.0009, -2.4169], [-0.7585, 1.5782, -2.5458], [3.4800, -5.1830, -1.0368], [3.2331, -4.0855, -1.2630], [2.9214, -2.7093, -1.5117], [3.8157, -1.8331, -2.1370], [3.4503, -0.5067, -2.3350], [2.2123, -0.0724, -1.9148], [1.3420, -0.9213, -1.3235], [1.6933, -2.2105, -1.1259], [4.7849, -2.1950, -2.4588], [4.1268, 0.1875, -2.8145], [1.8884, 0.9513, -2.0408], [0.9725, -2.8731, -0.6344], [-4.3018, -2.3959, -2.6004], [-3.0759, -1.8515, -1.9182], [-2.0540, -1.3974, -1.3473]], "forces_ev_per_angstrom": [[-0.075, -0.029, 0.038], [-0.001, 0.001, 0.005], [0.000, 0.001, -0.008], [-0.001, 0.001, -0.002], [0.000, 0.007, 0.009], [0.006, 0.006, -0.021], [0.000, -0.006, 0.013], [0.000, -0.007, -0.006], [-0.020, 0.019, 0.009], [0.006, -0.014, -0.005], [-0.003, 0.003, 0.006], [0.001, -0.001, 0.000], [0.002, -0.012, -0.007], [0.009, 0.034, -0.007], [-0.001, -0.081, -0.060], [0.000, 0.001, 0.001], [0.000, 0.005, -0.001], [-0.001, 0.000, 0.003], [0.001, 0.002, 0.001], [0.000, 0.002, 0.001], [0.001, -0.002, 0.007], [-0.048, -0.016, -0.002], [0.087, 0.022, 0.005], [-0.033, -0.002, -0.003], [-0.008, -0.006, 0.005], [-0.007, 0.004, 0.001], [0.022, 0.011, 0.021], [0.044, 0.029, -0.017], [0.015, -0.017, 0.006], [0.000, -0.001, -0.001], [0.000, 0.000, -0.001], [-0.001, -0.002, 0.000], [-0.025, 0.005, -0.050], [0.017, -0.005, 0.008], [-0.060, 0.002, -0.027], [0.072, 0.046, 0.082]]}


{"formula": "C17H10CoF5N4O4S", "method": "wB97M-V/def2-TZVPD", "homo_lumo_gap_ev": [7.11, 7.49], "largest_force_ev_per_a": 4.4, "spin_multiplicity": 4, "e_above_lowest_kcal_mol": 0.0, "charge": -1, "s_squared": 3.762, "e_homo_ev": [-4.7256, -5.1099], "elements": ["Co", "O", "C", "O", "C", "C", "C", "C", "C", "N", "C", "O", "O", "H", "H", "H", "C", "C", "C", "N", "N", "C", "N", "S", "H", "H", "H", "H", "H", "H", "H", "F", "C", "C", "C", "F", "C", "F", "C", "F", "C", "F"], "coordinates": [[0.6091, 0.6086, -0.0668], [3.9584, -0.9513, -1.5369], [3.1024, -0.2572, -1.0215], [1.7772, -0.5416, -0.9937], [3.4379, 0.8832, -0.1216], [4.7169, 1.2199, 0.3657], [4.8254, 2.1824, 1.3930], [3.6647, 2.7492, 1.8648], [2.3979, 2.3113, 1.3930], [2.3431, 1.4840, 0.3639], [1.0252, 2.4928, 2.0229], [0.8678, 3.3759, 2.8368], [0.1402, 1.6307, 1.5470], [5.5562, 0.7098, -0.1032], [5.7821, 2.5038, 1.7261], [3.6769, 3.4134, 2.7185], [-2.0854, -4.8862, -1.0304], [-0.8048, -4.4396, -0.3078], [-0.9831, -3.1079, 0.3622], [-0.0008, -2.2566, 0.3392], [-0.2828, -1.0488, 0.8585], [-1.5039, -1.0108, 1.4386], [-1.9552, 0.0300, 2.1037], [-2.4000, -2.4867, 1.1665], [-1.9357, -5.6155, -1.8310], [-2.5298, -4.0081, -1.6359], [-2.8161, -5.3411, -0.3203], [0.0465, -4.3557, -0.9860], [-0.5064, -5.1346, 0.4812], [-1.3984, 0.9105, 2.2049], [-2.9447, 0.0707, 2.3230], [-0.2129, 3.4094, -0.7524], [-1.1790, 2.5649, -1.1396], [-0.8579, 1.1918, -1.1894], [-1.7093, 0.3205, -1.7295], [-1.4354, -0.9012, -2.2042], [-3.0571, 0.7010, -1.8340], [-4.0558, -0.2140, -2.0109], [-3.4094, 2.0786, -1.7996], [-4.7201, 2.3457, -1.9625], [-2.4359, 3.0309, -1.4863], [-2.7081, 4.3380, -1.4460]], "forces_ev_per_angstrom": [[0.510, -0.558, 0.130], [0.302, 0.442, -0.220], [-3.177, -1.998, 0.046], [4.183, -0.327, -1.419], [0.816, 1.384, 0.974], [-0.775, -0.133, -0.416], [-0.869, -0.701, -1.827], [-1.503, -0.174, 0.925], [1.275, -0.267, -0.299], [1.375, 0.088, 0.390], [-0.849, -0.482, -1.115], [-0.309, 0.100, 0.603], [0.751, 2.227, 2.230], [-0.043, 0.116, 0.336], [0.596, 0.120, 0.407], [-0.014, 0.166, -0.074], [-0.829, 0.774, -0.879], [-0.580, -0.126, 0.273], [1.611, 0.836, -0.416], [-0.903, -1.059, -0.416], [-1.959, -0.361, 1.507], [1.936, -0.799, -1.538], [-1.210, 1.513, 1.052], [0.101, 0.209, 0.142], [0.414, -0.238, 0.346], [0.416, -1.144, 1.364], [0.287, 0.644, -0.571], [-0.156, 0.208, 0.065], [-0.131, -0.360, -0.183], [0.018, -0.896, -0.512], [0.462, -0.008, -0.095], [-0.159, 0.592, 0.127], [-0.496, -2.160, -0.336], [1.037, 2.410, -0.479], [-3.234, 0.472, -0.626], [0.568, -0.682, 0.656], [-0.325, 1.180, -0.474], [0.471, 0.442, -0.204], [0.321, -2.110, 0.489], [0.196, 0.613, -0.067], [0.295, -0.387, 0.229], [-0.420, 0.435, -0.125]]}


{"formula": "C17H10N5O2S2W", "method": "wB97M-V/def2-TZVPD", "homo_lumo_gap_ev": [5.93, 5.85], "largest_force_ev_per_a": 0.5, "charge": 1, "e_homo_ev": [-11.6539, -11.6544], "elements": ["W", "O", "C", "C", "C", "C", "C", "C", "C", "O", "N", "N", "C", "C", "C", "C", "C", "C", "N", "H", "H", "H", "H", "H", "H", "H", "H", "H", "H", "S", "C", "C", "N", "C", "S", "C", "N"], "coordinates": [[-1.0208, -0.2606, -0.2231], [4.4015, 1.0572, 0.3940], [4.1081, 0.0914, 1.2693], [5.1269, -0.3048, 2.1387], [4.8972, -1.2911, 3.0677], [3.6504, -1.9245, 3.1724], [2.6425, -1.5472, 2.3283], [2.8453, -0.5351, 1.3631], [1.7632, -0.1655, 0.5040], [0.5825, -0.7971, 0.6470], [1.8745, 0.7348, -0.4418], [0.6624, 0.8808, -1.0683], [0.5899, 1.2883, -2.2754], [-0.7579, 1.2504, -2.8463], [-1.0836, 1.7716, -4.0786], [-2.3980, 1.6601, -4.5246], [-3.3383, 1.0278, -3.7341], [-2.9511, 0.5120, -2.5081], [-1.6879, 0.6245, -2.0696], [3.6261, 1.2481, -0.1636], [6.0864, 0.1856, 2.0555], [5.7003, -1.5830, 3.7320], [3.4894, -2.6978, 3.9089], [1.6709, -2.0172, 2.3864], [1.4433, 1.5452, -2.8928], [-0.3219, 2.2570, -4.6721], [-2.6758, 2.0685, -5.4870], [-4.3669, 0.9244, -4.0471], [-3.6509, 0.0047, -1.8602], [-2.5666, -1.9050, 0.1768], [-3.6315, -1.3070, 1.4764], [-4.6403, -2.2071, 1.9233], [-5.4379, -2.9625, 2.2593], [-3.4393, -0.0838, 1.9739], [-2.1399, 0.9402, 1.2749], [-4.2133, 0.5052, 3.0106], [-4.8391, 1.0118, 3.8303]], "forces_ev_per_angstrom": [[-0.319, -0.222, -0.276], [-0.056, -0.038, 0.004], [0.066, 0.040, 0.011], [-0.051, 0.005, -0.031], [0.025, -0.034, 0.044], [0.017, 0.041, -0.035], [-0.026, 0.018, -0.026], [-0.022, -0.102, 0.080], [0.082, 0.177, -0.237], [-0.016, -0.017, 0.315], [-0.177, -0.004, -0.135], [0.258, -0.341, 0.232], [-0.265, 0.055, -0.395], [0.022, -0.010, 0.106], [-0.093, -0.051, 0.052], [0.152, 0.088, -0.095], [-0.062, -0.108, 0.190], [-0.082, 0.147, -0.260], [0.184, -0.121, 0.249], [0.024, 0.016, -0.009], [0.003, 0.002, 0.000], [-0.005, -0.002, 0.001], [0.001, -0.002, 0.003], [0.007, -0.010, 0.012], [0.111, 0.192, 0.229], [-0.014, 0.007, -0.022], [-0.014, -0.004, 0.004], [0.005, 0.007, -0.017], [0.021, -0.006, 0.025], [0.200, 0.236, 0.025], [0.028, -0.010, -0.056], [-0.049, -0.021, 0.093], [-0.011, 0.012, -0.017], [0.175, -0.016, -0.140], [-0.031, 0.069, 0.026], [-0.126, -0.003, 0.041], [0.037, 0.012, 0.012]]}


What is the formula in the fourth record?
C17H10N5O2S2W